Here is a structure of composition C12H29AlFeN4O9P in a non-equilibrium geometry from the Open Molecules 2025 dataset. Energies are from wB97M-V/def2-TZVPD.

```
57
Properties=species:S:1:pos:R:3:nbo_charge:R:1
Fe -0.8263 1.9998 0.1353 1.944
Al -3.2636 1.1333 2.7986 0.729
O -2.4015 3.0406 0.7155 -1.154
H -2.7155 3.9383 0.6398 0.484
P -0.6329 -0.0678 1.3117 2.454
O 0.3582 0.2508 0.1663 -1.148
O -0.6464 1.3561 1.9734 -1.111
O -0.8173 -1.2129 2.2458 -1.153
O -2.0036 0.3210 0.5588 -1.133
C -1.4932 -3.8970 -2.8257 0.536
O -0.6199 -4.3938 -3.4923 -0.594
N -1.3015 -2.9275 -1.8895 -0.444
C -2.3890 -2.4400 -1.0647 -0.409
C -0.0504 -2.2180 -1.7406 -0.430
H -2.5640 -4.1603 -2.8500 0.098
H -2.6977 -1.4098 -1.2354 0.232
H -2.1451 -2.7552 -0.0488 0.169
H -3.3413 -2.9324 -1.3083 0.196
H -0.1135 -1.2707 -2.2777 0.201
H 0.3281 -2.1921 -0.7245 0.208
H 0.6676 -2.7857 -2.3428 0.242
C 1.8291 3.0539 1.0247 0.557
O 0.7173 3.3689 0.5696 -0.747
N 2.8788 3.8599 0.8802 -0.372
C 2.7968 5.0976 0.1363 -0.437
C 4.1508 3.5898 1.5266 -0.406
H 1.9606 2.2051 1.7012 0.183
H 3.7231 5.3972 -0.3549 0.223
H 2.6044 5.8925 0.8644 0.220
H 2.0307 5.0810 -0.6336 0.239
H 4.0164 2.7497 2.2085 0.220
H 4.9318 3.3594 0.8029 0.214
H 4.4534 4.4417 2.1366 0.218
C 2.3905 2.0577 -4.3038 0.530
O 1.6784 1.3710 -5.0029 -0.605
N 2.9562 1.6310 -3.1504 -0.438
C 3.7750 2.4761 -2.2934 -0.401
C 2.5851 0.3375 -2.6125 -0.429
H 2.6602 3.1102 -4.4994 0.104
H 4.6525 1.9153 -1.9805 0.208
H 3.1562 2.7846 -1.4480 0.174
H 4.0795 3.3919 -2.7990 0.213
H 1.5734 0.0786 -2.9160 0.230
H 3.3389 -0.4026 -2.8794 0.210
H 2.4655 0.3930 -1.5250 0.204
C -2.7640 -2.4798 3.5762 0.509
O -3.2827 -1.4693 3.9655 -0.420
N -3.4705 -3.5900 3.1258 -0.035
C -2.8202 -4.6202 2.3580 -0.473
C -4.9139 -3.7307 3.2171 -0.466
H -1.6858 -2.6669 3.5221 0.216
H -3.1920 -5.6093 2.6116 0.266
H -1.7333 -4.5614 2.3072 0.273
H -3.0904 -4.3793 1.3157 0.286
H -5.1091 -4.5583 3.9140 0.274
H -5.3577 -2.8191 3.6014 0.275
H -5.3163 -4.1334 2.2881 0.267
```

**Maximum force**: 3.17 eV/Å
**⟨S²⟩**: 20.031
**2S+1**: 9
**Net charge**: +1
**Energy above the lowest of the compared OMol25 structures with the same formula, charge and spin**: 28.9 kcal per mole
**E_LUMO (alpha / beta)**: -3.158 / -8.183 eV
**Kohn-Sham gap (alpha / beta)**: 4.6936 / 2.8860 eV